Record 1
Molecular formula: C8H13NO3
Method: DFT, ωB97M-V/def2-TZVPD

Geometry (Å):
C  0.694  -2.853  2.186
C  -0.087  -2.149  1.613
C  -1.241  -0.031  1.520
C  0.852  2.203  -1.619
C  2.154  0.218  -0.761
C  0.883  0.978  -0.667
C  -0.279  0.231  -1.278
C  -1.070  -1.311  1.090
N  -1.939  -1.786  0.116
O  -2.287  0.661  1.025
O  -0.681  0.573  2.649
O  -1.341  0.679  -1.531
H  1.617  -3.168  2.625
H  1.169  1.887  -2.553
H  1.370  3.048  -1.395
H  -0.134  2.519  -1.672
H  2.316  -0.486  -1.617
H  2.265  -0.355  0.214
H  3.075  0.891  -0.715
H  0.658  1.282  0.354
H  -0.164  -0.684  -1.799
H  -2.358  0.377  0.076
H  -2.942  -1.532  0.075
H  -1.701  -2.663  -0.426
H  -0.827  1.471  2.492

## Properties
Frontier orbital gap ... 8.27 eV
SMILES ... C#CC(N)=C(O)O.CC(C)C=O
E_HOMO ... -7.5 eV
Relative energy (zero: lowest compared OMol25 entry of this formula, charge and spin) ... 462.4 kJ/mol

Here are the natural (NBO) charges for atoms 1 to 6, given in e: C -0.27; C 0.05; C 0.57; C -0.59; C -0.62; C -0.35

=====

Record 2
Molecular formula: C10H12N2O6Sm
Method: DFT, ωB97M-V/def2-TZVPD

Geometry (Å):
O  -0.953  -3.858  -0.602
C  -0.676  -2.738  -0.427
Sm  -0.019  -0.076  -0.011
O  -2.074  1.022  -2.482
C  -1.417  0.585  -1.670
C  1.406  -0.631  1.662
O  2.130  -0.797  2.517
C  1.689  -0.214  -1.493
O  2.562  -0.170  -2.220
C  -1.701  0.160  1.484
O  -2.509  0.383  2.254
C  -0.188  2.969  2.780
N  0.493  3.838  1.753
C  0.749  5.216  2.169
C  0.822  3.379  0.555
O  0.516  2.078  0.314
N  1.415  4.027  -0.445
C  1.890  5.411  -0.555
C  1.703  3.266  -1.750
H  -0.346  3.568  3.669
H  0.431  2.129  3.049
H  -1.147  2.627  2.433
H  1.814  5.366  2.135
H  0.210  5.860  1.498
H  0.399  5.378  3.176
H  2.961  5.378  -0.755
H  1.363  5.873  -1.390
H  1.715  6.013  0.355
H  2.373  2.438  -1.599
H  0.799  2.912  -2.217
H  2.180  3.949  -2.443

## Properties
Spin multiplicity ... 6
Frontier orbital gap (alpha / beta) ... 4.53 / 4.81 eV
Total charge ... +3
E_HOMO (alpha / beta) ... -18.9 / -18.9 eV

Here are the Mulliken charges for atoms 1 to 6, given in e: O -0.02; C 0.23; Sm 1.40; O 0.03; C 0.27; C 0.27

=====

Record 3
Molecular formula: C4H9N2O
Method: DFT, ωB97M-V/def2-TZVPD

Geometry (Å):
C  -1.046  1.745  -1.630
C  -0.275  0.783  -0.811
C  -0.325  0.432  0.494
N  0.793  -0.322  0.767
C  1.510  -0.459  -0.326
N  0.868  0.191  -1.307
H  -1.157  1.353  -2.641
H  -2.051  1.898  -1.250
H  -0.523  2.690  -1.752
H  -0.967  0.770  1.280
H  0.863  -0.891  1.610
H  2.137  -1.284  -0.638
H  1.237  0.434  -2.222
H  0.097  -3.008  3.132
H  -1.063  -2.174  2.571
O  -0.100  -2.157  2.724

## Properties
Frontier orbital gap ... 10.87 eV
Total charge ... +1
E_HOMO ... -14.1 eV
Relative energy (zero: lowest compared OMol25 entry of this formula, charge and spin) ... 22.0 kJ/mol

Here are the natural (NBO) charges for atoms 1 to 6, given in e: C -0.66; C 0.17; C -0.07; N -0.44; C 0.24; N -0.46

=====

Record 4
Molecular formula: H4O2
Method: DFT, ωB97M-V/def2-TZVPD

Geometry (Å):
H  -0.946  -1.662  -0.902
H  -0.789  -1.560  0.636
H  1.543  1.513  -0.193
H  0.122  1.023  0.257
O  -0.723  -1.040  -0.194
O  0.793  1.726  0.397

## Properties
Frontier orbital gap ... 11.63 eV
SMILES ... O.O
E_HOMO ... -11.0 eV
Relative energy (zero: lowest compared OMol25 entry of this formula, charge and spin) ... 7.6 kJ/mol

Atomic charges from the natural (NBO) analysis, expressed in e, are listed below: H 0.48; H 0.48; H 0.47; H 0.49; O -0.96; O -0.96

=====

Record 5
Molecular formula: CH4O3
Method: DFT, ωB97M-V/def2-TZVPD

Geometry (Å):
C  0.330  -0.344  -0.102
O  1.061  0.503  -0.909
O  0.640  -0.569  1.191
O  -1.050  0.376  -0.121
H  0.226  -1.362  -0.612
H  0.848  1.376  -0.536
H  0.741  0.343  1.541
H  -1.421  0.002  -1.013

## Properties
Frontier orbital gap ... 11.30 eV
SMILES ... OC(O)O
E_HOMO ... -10.7 eV
Relative energy (zero: lowest compared OMol25 entry of this formula, charge and spin) ... 108.1 kJ/mol

Here are the natural (NBO) charges for atoms 1 to 6, given in e: C 0.60; O -0.70; O -0.67; O -0.79; H 0.14; H 0.47

=====

Record 6
Molecular formula: C4H5NO
Method: DFT, ωB97M-V/def2-TZVPD

Geometry (Å):
O  -1.570  -0.047  0.264
C  -2.141  -0.030  -0.910
C  -0.226  -0.562  0.252
C  0.769  0.585  0.103
C  2.135  0.055  0.132
N  3.194  -0.408  0.161
H  -3.166  0.334  -0.666
H  -0.146  -1.252  -0.590
H  -0.092  -1.088  1.199
H  0.647  1.317  0.908
H  0.597  1.094  -0.852

## Properties
Frontier orbital gap ... 9.54 eV
E_HOMO ... -9.2 eV
Relative energy (zero: lowest compared OMol25 entry of this formula, charge and spin) ... 332.6 kJ/mol

Here are the natural (NBO) charges for atoms 1 to 6, given in e: O -0.47; C 0.08; C -0.06; C -0.54; C 0.28; N -0.31